(1)
This record from OMol25 describes a 10-piece molecular cluster, C37H46Cl3N9 overall. The level of theory is ωB97M-V/def2-TZVPD.

Each atom is followed by the atoms it is bonded to, with distances in Å.
Atoms and positions in Å:
1 C 4.20 -1.13 3.78  Cl2 1.729, Cl3 1.802, Cl4 1.800, H5 1.090
2 Cl 4.31 -0.17 5.21  C1 1.729
3 Cl 2.45 -1.30 3.38  C1 1.802
4 Cl 5.04 -2.70 4.01  C1 1.800
5 H 4.67 -0.51 3.01  C1 1.090
6 N -1.11 -0.46 -0.53  C7 1.389, C10 1.345, H11 1.010
7 C -0.75 0.43 0.47  N6 1.389, C8 1.416, H12 1.080
8 C 0.34 -0.13 1.18  C7 1.416, C9 1.390, H13 1.080
9 C 0.55 -1.39 0.62  C8 1.390, C10 1.400, H14 1.080
10 C -0.32 -1.55 -0.46  N6 1.345, C9 1.400, H15 1.080
11 H -1.79 -0.19 -1.23  N6 1.010
12 H -1.33 1.33 0.63  C7 1.080
13 H 0.86 0.21 2.06  C8 1.080
14 H 1.24 -2.11 1.04  C9 1.080
15 H -0.55 -2.39 -1.10  C10 1.080
16 N -0.67 -2.98 -4.68  C17 1.379, C20 1.411, H21 1.010
17 C 0.53 -2.40 -4.30  N16 1.379, C18 1.375, H22 1.080
18 C 1.29 -2.19 -5.42  C17 1.375, C19 1.353, H23 1.080
19 C 0.60 -2.56 -6.53  C18 1.353, C20 1.385, H24 1.080
20 C -0.63 -3.01 -6.09  N16 1.411, C19 1.385, H25 1.080
21 H -1.42 -3.21 -4.05  N16 1.010
22 H 0.80 -2.16 -3.28  C17 1.080
23 H 2.24 -1.69 -5.36  C18 1.080
24 H 0.86 -2.49 -7.58  C19 1.080
25 H -1.43 -3.46 -6.66  C20 1.080
26 N 5.86 -1.99 -1.59  C27 1.363, C30 1.405, H31 1.010
27 C 5.09 -1.71 -0.50  N26 1.363, C28 1.426, H32 1.080
28 C 3.78 -1.35 -0.95  C27 1.426, C29 1.373, H33 1.080
29 C 3.73 -1.49 -2.31  C28 1.373, C30 1.400, H34 1.080
30 C 5.02 -1.86 -2.72  N26 1.405, C29 1.400, H35 1.080
31 H 6.86 -2.06 -1.71  N26 1.010
32 H 5.49 -1.92 0.48  C27 1.080
33 H 3.05 -0.95 -0.27  C28 1.080
34 H 2.90 -1.28 -2.97  C29 1.080
35 H 5.43 -1.92 -3.72  C30 1.080
36 N -2.80 1.62 -2.80  C37 1.392, C40 1.352, H41 1.010
37 C -3.87 1.63 -1.90  N36 1.392, C38 1.374, H42 1.080
38 C -4.38 0.35 -1.97  C37 1.374, C39 1.404, H43 1.080
39 C -3.55 -0.47 -2.75  C38 1.404, C40 1.383, H44 1.080
40 C -2.66 0.40 -3.37  N36 1.352, C39 1.383, H45 1.080
41 H -2.25 2.45 -2.94  N36 1.010
42 H -4.09 2.57 -1.41  C37 1.080
43 H -5.28 0.11 -1.43  C38 1.080
44 H -3.66 -1.53 -2.91  C39 1.080
45 H -1.90 0.29 -4.12  C40 1.080
46 N 0.89 2.37 -4.72  C47 1.333, C50 1.384, H51 1.010
47 C 0.95 3.14 -3.63  N46 1.333, C48 1.402, H52 1.080
48 C 0.94 2.26 -2.54  C47 1.402, C49 1.390, H53 1.080
49 C 0.93 0.94 -2.98  C48 1.390, C50 1.391, H54 1.080
50 C 0.84 1.03 -4.37  N46 1.384, C49 1.391, H55 1.080
51 H 1.04 2.77 -5.63  N46 1.010
52 H 0.95 4.22 -3.74  C47 1.080
53 H 0.88 2.61 -1.52  C48 1.080
54 H 0.91 0.04 -2.40  C49 1.080
55 H 0.73 0.33 -5.18  C50 1.080
56 N 3.90 2.61 1.24  C57 1.379, C60 1.380, H61 1.010
57 C 4.94 2.92 2.10  N56 1.379, C58 1.392, H62 1.080
58 C 4.35 2.61 3.33  C57 1.392, C59 1.416, H63 1.080
59 C 2.98 2.25 3.23  C58 1.416, C60 1.348, H64 1.080
60 C 2.76 2.21 1.90  N56 1.380, C59 1.348, H65 1.080
61 H 3.96 2.68 0.24  N56 1.010
62 H 5.79 3.26 1.54  C57 1.080
63 H 4.88 2.82 4.24  C58 1.080
64 H 2.30 2.00 4.03  C59 1.080
65 H 1.87 1.91 1.37  C60 1.080
66 N -1.28 -3.78 1.89  C67 1.357, C70 1.349, H71 1.010
67 C -0.85 -4.82 1.13  N66 1.357, C68 1.409, H72 1.080
68 C -1.65 -5.94 1.43  C67 1.409, C69 1.364, H73 1.080
69 C -2.67 -5.43 2.18  C68 1.364, C70 1.363, H74 1.080
70 C -2.50 -4.09 2.36  N66 1.349, C69 1.363, H75 1.080
71 H -0.78 -2.90 1.96  N66 1.010
72 H 0.00 -4.70 0.46  C67 1.080
73 H -1.55 -6.97 1.13  C68 1.080
74 H -3.62 -5.88 2.43  C69 1.080
75 H -3.12 -3.42 2.94  C70 1.080
76 N -1.76 2.75 5.76  C77 1.395, C80 1.344, H81 1.010
77 C -1.16 3.43 4.70  N76 1.395, C78 1.428, H82 1.080
78 C -0.66 2.44 3.80  C77 1.428, C79 1.402, H83 1.080
79 C -1.07 1.20 4.31  C78 1.402, C80 1.409, H84 1.080
80 C -1.66 1.42 5.57  N76 1.344, C79 1.409, H85 1.080
81 H -2.32 3.06 6.54  N76 1.010
82 H -1.08 4.51 4.68  C77 1.080
83 H -0.06 2.47 2.90  C78 1.080
84 H -0.86 0.24 3.87  C79 1.080
85 H -1.87 0.67 6.32  C80 1.080
86 N -3.94 2.56 2.71  C87 1.376, C90 1.389, H91 1.010
87 C -3.94 2.79 1.35  N86 1.376, C88 1.404, H92 1.080
88 C -5.26 3.13 1.01  C87 1.404, C89 1.362, H93 1.080
89 C -6.09 2.90 2.07  C88 1.362, C90 1.404, H94 1.080
90 C -5.26 2.52 3.14  N86 1.389, C89 1.404, H95 1.080
91 H -3.19 2.38 3.36  N86 1.010
92 H -3.02 2.76 0.78  C87 1.080
93 H -5.59 3.60 0.10  C88 1.080
94 H -7.15 3.04 2.17  C89 1.080
95 H -5.58 2.36 4.15  C90 1.080

**Spin multiplicity**: 1
**Structure (SMILES)**: c1cc[nH]c1.c1cc[nH]c1.c1cc[nH]c1.c1cc[nH]c1.c1cc[nH]c1.c1cc[nH]c1.c1cc[nH]c1.c1cc[nH]c1.c1cc[nH]c1.ClC(Cl)Cl
**Frontier orbital gap**: 8.246 eV
**HOMO**: -7.7 eV
**Electronic energy**: -3310.6960 hartree

Here are the Mulliken charges for atoms 1 to 5, given in e:
1 C 0.2136
2 Cl -0.1123
3 Cl -0.0874
4 Cl -0.1509
5 H 0.0614



(2)
This record from OMol25 describes a 40-piece molecular cluster, H80O40 overall. The level of theory is ωB97M-V/def2-TZVPD.

Each atom is followed by the atoms it is bonded to, with distances in Å.
Atoms and positions in Å:
1 H 0.95 5.98 -0.15  O3 1.026
2 H 2.00 6.52 0.74  O3 0.989
3 O 1.12 6.11 0.86  H1 1.026, H2 0.989
4 H 2.64 2.17 -4.20  O6 0.965
5 H 3.35 1.89 -5.62  O6 0.961
6 O 3.42 1.85 -4.67  H4 0.965, H5 0.961
7 H -0.14 -3.07 2.02  O9 1.091
8 H -0.58 -2.00 2.77  O9 0.972
9 O -0.69 -2.95 2.95  H7 1.091, H8 0.972
10 H 0.67 -0.21 -4.96  O12 1.025
11 H 1.53 -1.37 -4.92  O12 0.961
12 O 1.62 -0.47 -5.24  H10 1.025, H11 0.961
13 H -3.94 -2.06 -2.48  O15 0.960
14 H -3.76 -1.64 -3.94  O15 0.960
15 O -3.74 -1.31 -3.04  H13 0.960, H14 0.960
16 H 0.15 0.96 3.67  O17 1.025
17 O -0.46 0.13 3.63  H16 1.025, H95 0.935
18 H 0.51 -1.47 4.85  O19 0.953
19 O 1.41 -1.77 4.91  H18 0.953, H97 0.989
20 H 4.20 2.74 -1.53  O22 0.958
21 H 3.49 2.88 -2.88  O22 0.964
22 O 3.43 3.11 -1.95  H20 0.958, H21 0.964
23 H 1.28 -6.86 -1.43  O25 0.919
24 H 1.37 -5.22 -1.75  O25 0.924
25 O 1.49 -5.98 -1.23  H23 0.919, H24 0.924
26 H 2.26 0.38 0.76  O28 0.953
27 H 2.80 1.87 0.48  O28 0.929
28 O 2.98 1.00 0.76  H26 0.953, H27 0.929
29 H -0.98 4.05 -2.47  O31 0.958
30 H -1.32 3.76 -0.94  O31 0.970
31 O -1.40 3.45 -1.85  H29 0.958, H30 0.970
32 H 0.02 2.55 -2.59  O33 1.029
33 O 0.76 2.91 -3.21  H32 1.029, H98 0.970
34 H 0.01 -0.47 1.89  O36 0.972
35 H -1.21 -0.92 1.06  O36 0.946
36 O -0.28 -1.07 1.18  H34 0.972, H35 0.946
37 H 1.84 4.08 -1.78  O39 0.959
38 H 0.80 4.83 -2.44  O39 0.990
39 O 1.36 4.89 -1.62  H37 0.959, H38 0.990
40 H 0.84 2.71 1.15  O42 0.985
41 H 0.39 3.49 2.28  O42 0.984
42 O 0.63 2.55 2.10  H40 0.985, H41 0.984
43 H 1.84 3.02 4.52  O45 0.927
44 H 2.66 3.77 3.37  O45 0.945
45 O 2.65 3.37 4.22  H43 0.927, H44 0.945
46 H -5.91 2.87 0.28  O48 0.924
47 H -5.50 2.90 1.79  O48 0.967
48 O -5.56 2.38 0.98  H46 0.924, H47 0.967
49 H 6.29 -1.96 -0.04  O51 0.921
50 H 5.94 -0.99 1.23  O51 0.938
51 O 6.37 -1.73 0.85  H49 0.921, H50 0.938
52 H -3.24 0.33 -4.85  O53 0.972
53 O -2.91 -0.04 -5.69  H52 0.972, H94 0.963
54 H 1.87 -4.83 4.10  O56 0.955
55 H 0.94 -3.97 3.08  O56 0.993
56 O 1.35 -4.85 3.30  H54 0.955, H55 0.993
57 H 3.10 0.29 -3.85  O58 1.020
58 O 3.20 -0.06 -2.89  H57 1.020, H96 1.004
59 H -2.15 0.79 -3.67  O61 0.933
60 H -2.24 1.62 -2.52  O61 0.986
61 O -2.54 1.61 -3.46  H59 0.933, H60 0.986
62 H 2.08 -1.41 -1.20  O64 1.020
63 H 0.79 -0.96 -0.37  O64 0.938
64 O 1.48 -0.64 -0.92  H62 1.020, H63 0.938
65 H -0.45 -3.05 -2.01  O67 0.949
66 H -1.44 -2.01 -1.43  O67 1.028
67 O -0.46 -2.29 -1.44  H65 0.949, H66 1.028
68 H -0.32 -6.46 2.91  O70 0.960
69 H -0.80 -5.44 1.96  O70 0.944
70 O -1.10 -6.22 2.39  H68 0.960, H69 0.944
71 H 2.88 0.65 2.93  O73 0.953
72 H 2.26 -0.01 4.30  O73 0.926
73 O 2.87 -0.03 3.60  H71 0.953, H72 0.926
74 H -1.19 1.50 -0.18  O76 0.945
75 H 0.21 0.98 -0.48  O76 0.935
76 O -0.36 1.71 -0.57  H74 0.945, H75 0.935
77 H 1.53 -5.17 1.41  O79 0.955
78 H 1.19 -3.88 0.62  O79 0.939
79 O 0.85 -4.69 0.95  H77 0.955, H78 0.939
80 H -3.35 3.83 2.53  O82 0.968
81 H -3.87 2.33 2.72  O82 0.993
82 O -3.57 3.01 2.06  H80 0.968, H81 0.993
83 H 3.14 -2.50 2.70  O85 0.971
84 H 1.90 -1.37 2.45  O85 0.960
85 O 2.37 -2.17 2.20  H83 0.971, H84 0.960
86 H -3.74 -4.26 -2.61  O88 0.999
87 H -3.82 -3.72 -1.11  O88 0.955
88 O -4.20 -3.63 -1.99  H86 0.999, H87 0.955
89 H -2.94 0.78 0.37  O90 1.038
90 O -2.15 0.91 1.03  H89 1.038, H99 1.027
91 H -5.39 0.52 -2.22  O93 0.973
92 H -5.51 0.43 -3.52  O93 1.003
93 O -6.12 0.78 -2.81  H91 0.973, H92 1.003
94 H -2.28 0.61 -6.01  O53 0.963
95 H -1.27 0.58 3.66  O17 0.935
96 H 3.87 -0.81 -2.91  O58 1.004
97 H 1.66 -1.81 3.95  O19 0.989
98 H 0.40 3.05 -4.10  O33 0.970
99 H -2.19 1.89 1.33  O90 1.027
100 O -1.97 -3.93 -0.23  H101 1.006, H102 0.966
101 H -1.72 -4.80 0.21  O100 1.006
102 H -1.27 -3.36 0.11  O100 0.966
103 O 0.08 -0.34 -3.34  H104 0.956, H105 1.040
104 H 0.04 0.49 -2.87  O103 0.956
105 H 0.63 -1.00 -2.75  O103 1.040
106 O -3.64 0.82 4.98  H107 0.972, H108 0.952
107 H -2.84 0.59 4.48  O106 0.972
108 H -4.27 0.12 4.89  O106 0.952
109 O -0.58 4.96 2.31  H110 1.015, H111 0.938
110 H -0.83 5.78 1.76  O109 1.015
111 H -1.22 4.85 2.98  O109 0.938
112 O -1.62 -2.67 -3.91  H113 0.950, H114 0.949
113 H -1.40 -1.95 -4.49  O112 0.950
114 H -1.86 -2.57 -3.00  O112 0.949
115 O 4.68 -2.66 -0.72  H116 1.018, H117 0.941
116 H 4.22 -3.53 -0.46  O115 1.018
117 H 4.04 -2.16 -0.24  O115 0.941
118 O 0.02 2.63 5.67  H119 0.990, H120 0.939
119 H 0.30 2.16 6.49  O118 0.990
120 H -0.75 3.01 6.05  O118 0.939

**Spin multiplicity**: 1
**Frontier orbital gap**: 9.348 eV
**HOMO**: -10.3 eV
**Electronic energy**: -3057.3103 hartree

Here are the Mulliken charges for atoms 1 to 5, given in e:
1 H 0.3738
2 H 0.2703
3 O -0.6160
4 H 0.2297
5 H 0.2672



(3)
This record from OMol25 describes a 2-piece molecular cluster, CH2F2O3S overall. The level of theory is ωB97M-V/def2-TZVPD.

Each atom is followed by the atoms it is bonded to, with distances in Å.
Atoms and positions in Å:
1 C 0.27 1.78 0.50  O4 1.193, H8 1.132, H9 1.047
2 O 1.10 -1.78 -1.55  S7 1.402
3 O 0.17 -1.12 0.66  F6 1.409, S7 1.764
4 O 0.66 1.15 -0.43  C1 1.193
5 F -1.26 -0.65 -1.44  S7 1.748
6 F -0.92 -1.56 1.44  O3 1.409
7 S -0.14 -1.88 -0.90  O2 1.402, O3 1.764, F5 1.748
8 H 0.16 2.90 0.43  C1 1.132
9 H -0.04 1.17 1.30  C1 1.047

**Spin multiplicity**: 1
**Frontier orbital gap**: 10.144 eV
**HOMO**: -10.1 eV
**Electronic energy**: -862.7433 hartree

Here are the Mulliken charges for atoms 1 to 5, given in e:
1 C -0.0969
2 O -0.3468
3 O -0.0733
4 O -0.3300
5 F -0.2983



(4)
This record from OMol25 describes a 2-piece molecular cluster, C2H6O2S2 overall. The level of theory is ωB97M-V/def2-TZVPD.

Each atom is followed by the atoms it is bonded to, with distances in Å.
Atoms and positions in Å:
1 C 0.76 1.43 -0.43  S2 1.849, H4 1.174, H5 1.055, H6 1.035
2 S 0.80 0.29 -1.88  C1 1.849, S3 2.172
3 S 1.43 -1.52 -0.86  S2 2.172, H7 1.361
4 H -0.37 1.49 -0.11  C1 1.174
5 H 1.47 1.11 0.28  C1 1.055
6 H 1.17 2.34 -0.70  C1 1.035
7 H 2.63 -1.63 -1.48  S3 1.361
8 O -1.63 -0.74 2.45  C9 1.254
9 C -1.78 -0.49 1.23  O8 1.254, O10 1.298, H11 1.067
10 O -1.58 -1.23 0.18  C9 1.298, H12 1.019
11 H -2.27 0.41 0.94  C9 1.067
12 H -0.62 -1.48 0.41  O10 1.019

**Spin multiplicity**: 1
**Structure (SMILES)**: O=CO.CSS
**Frontier orbital gap**: 9.260 eV
**HOMO**: -9.4 eV
**Electronic energy**: -1026.6093 hartree

Here are the Mulliken charges for atoms 1 to 5, given in e:
1 C -0.7207
2 S -0.0190
3 S -0.2898
4 H 0.1345
5 H 0.3328